Below is a structure of composition C8H14N2O, with properties calculated with ωB97M-V/def2-TZVPD.

Energy above the lowest of the compared OMol25 structures with the same formula, charge and spin (kcal per mole): 66.1
Kohn-Sham gap (eV): 9.212
Lowest unoccupied orbital energy (eV): -9.28
Calculated total energy (hartree): -497.18094
Spin multiplicity: 1
Molecular weight (g mol⁻¹): 154.21
Total charge: +2

Cartesian coordinates (Å):
C -1.0804 -0.8666 -1.6340
C -0.3469 -1.9086 -1.1483
C -1.2664 0.5032 -1.2876
C 1.4829 0.3636 -0.6437
C 0.5609 -1.8129 0.0531
C -0.3801 0.1450 1.1430
C -1.8020 2.3823 0.1155
C 1.9599 -0.4132 1.5098
N -1.3192 1.0861 -0.1318
N 0.8260 -0.4297 0.5728
O 1.3048 1.5129 -0.7051
H -1.3661 -1.1332 -2.6680
H -0.4601 -3.0056 -1.5682
H -1.4553 1.1343 -2.2020
H 1.9575 -0.2908 -1.3869
H -0.0263 -2.4150 0.7694
H 1.5328 -2.3201 0.0096
H -0.1845 0.7195 2.0251
H -1.1491 -0.5784 1.3789
H -2.4903 2.5074 0.9739
H -2.1820 2.6765 -0.7894
H -1.1010 3.2029 0.2768
H 2.0357 -1.1579 2.2640
H 2.9811 -0.3568 1.0030
H 1.9682 0.4550 2.0701

Atoms 1-6, force components in eV/Å:
C 1.5449 -2.4261 -1.3521
C 0.0531 -0.3324 0.2320
C -0.7084 1.5729 -0.6123
C -0.9243 0.7970 -0.5016
C -0.6437 -1.3878 0.3101
C -3.0962 1.5514 -2.0478

Results of the Löwdin charge analysis, in e, for atoms 1 through 4:
1 C -0.0257
2 C 0.0265
3 C -0.0429
4 C -0.1333

=====

Below is a structure of composition C34H46N7O4ScSe, with properties calculated with ωB97M-V/def2-TZVPD.

Kohn-Sham gap (eV): 5.830
Lowest unoccupied orbital energy (eV): 4.23
Calculated total energy (hartree): -5169.60150
Spin multiplicity: 1
Molecular weight (g mol⁻¹): 740.70
Total charge: -2

Cartesian coordinates (Å):
Sc 14.5356 9.6738 8.2410
C 11.8186 14.7134 10.9737
C 11.4884 15.4951 9.7442
C 11.1582 16.8012 9.8068
C 10.6539 17.4861 8.6945
C 10.4740 16.7405 7.5114
C 10.8406 15.4184 7.3802
C 11.5150 14.7800 8.4879
N 12.0608 13.5184 8.5455
C 12.3483 12.7835 7.3770
N 13.6666 12.6148 7.1379
C 14.2210 12.0680 5.9129
C 14.8327 10.8675 6.0621
C 15.5460 10.4132 4.9049
C 15.5014 11.1011 3.6718
C 14.8305 12.3301 3.5953
C 14.2405 12.8631 4.7461
C 13.5191 14.2276 4.6192
N 11.5002 12.3180 6.5593
C 10.1283 12.2966 6.9009
C 9.7107 11.6470 8.0648
C 8.3413 11.6123 8.3856
C 7.4768 12.2319 7.5261
C 7.9191 12.8062 6.3174
C 9.2479 12.8308 5.9389
C 9.6052 13.2130 4.5767
H 11.8151 15.2699 11.9031
H 12.7989 14.2446 10.9410
H 11.0856 13.8741 10.9517
H 11.1833 17.2857 10.7609
H 10.4018 18.5297 8.7270
H 9.9819 17.2206 6.6662
H 10.6549 14.8634 6.4828
H 12.8716 13.6116 9.1490
H 14.3313 12.5208 7.8846
H 16.0021 9.4376 5.0065
H 16.0422 10.6939 2.7839
H 14.8899 12.8807 2.7035
H 13.9528 14.8267 3.8415
H 13.6919 14.6853 5.6241
H 12.4439 14.1872 4.3533
H 10.5328 11.2355 8.6334
H 8.0434 11.0740 9.2427
H 6.4389 12.2280 7.7688
H 7.2217 13.1649 5.6245
H 8.6503 13.3544 4.0472
H 10.2743 12.5524 4.0971
H 10.0394 14.2381 4.6645
O 17.4242 6.9188 8.4414
Se 15.8043 7.0262 8.3775
O 15.3313 8.2438 9.4952
O 15.4041 7.8641 7.0094
O 14.9333 5.6627 8.5652
C 14.4971 11.4008 9.8424
H 15.0465 12.3213 9.7226
H 14.5745 11.0388 10.9360
H 13.3929 11.7107 9.8735
C 12.3600 8.7070 10.9381
C 11.6867 8.8302 9.5543
C 10.4347 8.3542 9.2209
C 10.3794 8.4186 7.8238
C 11.5843 8.9149 7.3879
C 12.0653 8.9192 5.9797
N 12.4273 9.1731 8.4306
H 11.8590 7.9134 11.3948
H 12.1591 9.6032 11.5185
H 13.4242 8.4899 10.9300
H 9.7198 8.0507 10.0124
H 9.6438 8.0391 7.1805
H 11.5044 8.2254 5.3163
H 13.1464 8.5678 5.9457
H 12.0935 9.8980 5.4255
C 18.4381 9.5762 10.1647
N 19.2152 9.7894 8.9644
C 20.4965 10.4300 9.2462
C 18.5385 10.0989 7.8560
N 17.2370 10.1962 7.8518
N 19.4079 10.2635 6.7014
C 20.1892 9.0550 6.4421
C 18.7342 10.6985 5.4872
H 19.0552 8.8957 10.7588
H 17.4710 9.1510 9.9575
H 18.2845 10.5119 10.6877
H 20.3757 11.4843 9.4748
H 21.2464 10.2967 8.4605
H 20.9141 9.9880 10.1415
H 16.9315 10.1787 6.8440
H 20.4934 8.5054 7.3446
H 21.1705 9.3347 5.9213
H 19.6242 8.3373 5.8390
H 18.0965 11.5423 5.6883
H 18.0107 9.9149 5.0970
H 19.4488 10.9194 4.7014

Atoms 1-6, force components in eV/Å:
Sc 0.8745 -0.0552 -0.3444
C -0.2268 -0.9777 -0.3245
C 1.0281 -1.7526 -0.9619
C -0.9989 1.5008 -0.7272
C 0.2895 -1.2670 -0.7566
C -0.4078 1.1323 0.4119

Results of the Löwdin charge analysis, in e, for atoms 1 through 4:
1 Sc 0.9716
2 C -0.0460
3 C -0.2355
4 C -0.0929

=====

Below is a cluster of 2 separate species, C34H51BClN4O13P3S2 in total, with properties calculated with ωB97M-V/def2-TZVPD.

SMILES: CCCCNc1cc2c(c(PP(=O)(O)O)c1P(=N)(O)O)C(=O)c1c(cc(B(O)O)c(CCCSC(=S)N3CCOCC3)c1CC(=O)Cl)C2=O.COCCNCCOC
Kohn-Sham gap (eV): 6.760
Lowest unoccupied orbital energy (eV): -1.85
Calculated total energy (hartree): -4828.44222
Spin multiplicity: 1
Molecular weight (g mol⁻¹): 927.12
Total charge: 0

Cartesian coordinates (Å):
C 7.5709 -4.0935 3.1014
C 6.0353 -3.5948 2.9133
C 5.9483 -1.9950 2.9554
C 4.6236 -1.4133 2.1995
N 4.2444 -0.0678 2.7213
C 3.0757 0.5027 2.0300
C 2.6501 0.0415 0.5843
C 1.4212 0.6509 -0.1278
C 0.6170 1.7769 0.5825
C 1.0537 2.2474 2.0245
P 0.0393 3.6306 2.8043
P 0.5423 5.5757 1.9582
O 1.5657 5.5271 0.8072
O -0.8874 6.2768 1.2738
O 1.0271 6.7003 3.1734
C 2.2517 1.6240 2.7848
P 2.8380 2.0606 4.5203
N 4.1770 2.9152 4.3736
O 1.7424 2.9856 5.4290
O 3.0553 0.5938 5.3953
C -0.6196 2.4026 -0.2157
O -0.8846 3.6419 -0.2496
C -1.5144 1.3441 -1.0437
C -0.7013 0.1923 -1.7459
C -1.4496 -0.9081 -2.5338
C -3.0192 -0.8359 -2.5938
B -3.7329 -2.0743 -3.4093
O -3.2509 -2.2991 -4.7483
O -4.7580 -2.9045 -2.8051
C -3.8448 0.3253 -1.9276
C -5.4396 0.4194 -2.0290
C -6.2084 0.2485 -0.6248
C -7.3957 -0.8426 -0.6371
S -9.0997 -0.1331 -0.4471
C -9.6350 -0.2186 1.3498
S -9.3422 1.1725 2.2573
N -10.2417 -1.4572 1.8622
C -9.2305 -2.4517 2.3226
C -8.3527 -1.8760 3.5436
O -9.1264 -1.1445 4.5378
C -10.5377 -1.4510 4.4539
C -11.1868 -1.2184 2.9911
C -3.0776 1.4456 -1.1271
C -3.7865 2.6562 -0.3689
C -3.8930 3.9313 -1.3546
O -4.4327 4.9894 -0.9659
Cl -3.2229 3.9364 -3.0667
C 0.9039 0.1901 -1.5874
O 1.6861 -0.1745 -2.5033
H 7.9261 -3.9140 4.1840
H 7.6392 -5.2298 2.9177
H 8.2865 -3.6107 2.3464
H 5.4551 -4.0292 3.8112
H 5.6677 -4.0705 1.9429
H 5.9432 -1.5558 4.0142
H 6.8527 -1.5990 2.3508
H 3.7784 -2.1848 2.2293
H 4.9385 -1.3404 1.0849
H 5.0530 0.5666 2.5432
H 3.2330 -0.7638 0.0032
H -1.3278 3.3577 2.4124
H -1.6639 5.6989 1.4503
H 0.5076 7.5376 3.0485
H 4.3820 3.0508 3.3713
H 2.1322 3.2285 6.3004
H 2.5347 -0.1264 4.9534
H -0.8817 -1.7773 -3.0282
H -3.4261 -3.2365 -4.9846
H -4.6832 -2.6869 -1.8401
H -5.9015 -0.2989 -2.7911
H -5.6658 1.4832 -2.4276
H -6.6667 1.2811 -0.3697
H -5.4760 0.0301 0.2377
H -7.3476 -1.4084 -1.6395
H -7.1686 -1.6360 0.1712
H -9.7243 -3.4586 2.5940
H -8.5621 -2.6894 1.4080
H -7.8092 -2.7592 4.0437
H -7.5840 -1.1425 3.1223
H -11.1141 -0.8830 5.2794
H -10.6632 -2.5699 4.7230
H -11.7285 -0.2051 2.8894
H -12.0274 -2.0111 2.8975
H -3.1534 3.0012 0.5340
H -4.8223 2.4199 0.0462
C 5.3773 1.1953 -2.2960
O 6.1523 0.0283 -2.0587
C 5.4298 -1.1885 -2.2547
C 5.8921 -1.9057 -3.5253
N 5.4741 -1.1914 -4.7297
C 6.1410 -1.6329 -5.9582
C 7.6759 -1.5396 -6.0240
O 8.1839 -0.2107 -6.0686
C 8.2544 0.4389 -4.8087
H 5.9297 2.0526 -1.9063
H 5.2251 1.3536 -3.3667
H 4.4112 1.1438 -1.7867
H 4.3452 -1.0306 -2.2511
H 5.6709 -1.8289 -1.3992
H 5.4690 -2.9153 -3.5453
H 6.9817 -1.9937 -3.4704
H 5.6669 -0.2035 -4.6104
H 5.7356 -1.0176 -6.7692
H 5.8373 -2.6638 -6.1651
H 7.9813 -2.0009 -6.9688
H 8.1700 -2.1193 -5.2377
H 8.5105 -0.2488 -3.9989
H 7.3192 0.9584 -4.6002
H 9.0363 1.2011 -4.8677

Atoms 1-6, force components in eV/Å:
C -0.3190 -0.4495 0.1325
C 1.0560 -0.1959 0.9378
C -0.5027 0.3392 -0.9908
C 1.4783 -1.1569 -0.9963
N -1.0253 0.0390 -1.9438
C -2.1659 1.2213 -1.5258

Results of the Löwdin charge analysis, in e, for atoms 1 through 4:
1 C -0.1457
2 C -0.2620
3 C -0.1885
4 C -0.2338